Here is a single C3H7NO2S molecule from the Open Molecules 2025 dataset. Energies are from the ωB97M-V functional and the def2-TZVPD basis.

Each line ends with the natural charge from an NBO analysis.
Cartesian coordinates (Å):
C (-0.374, -0.054, 0.857)  -0.14
C (1.955, 0.034, -0.203)  -0.60
C (0.716, -0.852, 0.226)  -0.54
N (-1.271, 0.976, -1.081)  -0.85
O (-3.154, 0.586, 0.745)  -0.91
O (-2.303, -1.246, -0.568)  -0.93
S (-2.045, 0.012, -0.012)  2.22
H (-0.033, 0.952, 1.113)  0.20
H (2.296, 0.525, 0.663)  0.20
H (1.521, 0.863, -0.873)  0.23
H (2.873, -0.573, -0.573)  0.24
H (1.132, -1.651, 0.834)  0.27
H (0.078, -1.416, -0.485)  0.28
H (-1.390, 1.844, -0.643)  0.34

The value obtained for the HOMO energy (alpha / beta) is -0.3887 / -0.4031 Eh. The energy above the lowest of the compared OMol25 structures with the same formula, charge and spin is 527.12 kJ/mol. The total energy is -19640.1411 eV.